P:
Computed, not measured: a 2-piece molecular cluster, C3H5OP overall, with ωB97M-V/def2-TZVPD.

Summary:
Lowest unoccupied orbital energy ... -0.9 eV

```
! wB97M-V def2-TZVPD RIJCOSX def2/J DEFGRID3
* xyz 0 1
C -0.215 0.106 0.744
C 0.607 -0.210 -0.494
C -0.687 -0.888 -0.249
O 1.453 -3.178 0.537
P 0.017 -3.284 0.444
H 0.198 -0.013 1.747
H -0.702 1.025 0.849
H 0.609 0.475 -1.447
H 1.496 -0.719 -0.452
H -1.650 -0.905 -0.777
*
```

Just the Mulliken charges please, in e? Sure, here they are: -0.583 -0.399 -0.359 -0.338 0.483 0.195 0.261 0.172 0.251 0.315

Q:
Computed, not measured: one molecule with the formula C3H5OP, with ωB97M-V/def2-TZVPD.

Summary:
Lowest unoccupied orbital energy ... 0.2 eV
SMILES ... C#C[P@@H](C)=O

```
! wB97M-V def2-TZVPD RIJCOSX def2/J DEFGRID3
* xyz 0 1
C -0.249 2.573 -0.187
C 0.065 1.476 0.204
P 0.441 -0.200 0.558
C -0.631 -1.428 -0.222
O 2.167 -0.670 -0.157
H -0.293 3.555 -0.548
H 0.652 -0.308 1.859
H 0.047 -2.322 -0.073
H -1.703 -1.383 -0.132
H -0.495 -1.292 -1.302
*
```

Just the Mulliken charges please, in e? Sure, here they are: 0.372 -0.678 0.399 -0.863 -0.677 0.424 0.047 0.305 0.377 0.293

If you had to name the least stable structure above, which would it be? It would be Q.